6
Properties=species:S:1:pos:R:3:lowdin_charge:R:1 method="wB97M-V/def2-TZVPD" relative_energy_kj_mol=20.9 e_homo_ha=-0.3412 e_lumo_ev=0.450
P -0.262 -0.051 0.570 -0.174
S 0.548 -1.801 -0.341 0.192
S 1.159 1.514 0.074 0.303
Cl -1.549 0.370 -0.912 0.070
H -0.848 -2.255 -0.484 -0.115
H 0.953 2.223 1.093 -0.276